Below is C27H48F9NO13S7 as an isolated structure, with properties calculated with ωB97M-V/def2-TZVPD.

Output
Gap between HOMO and LUMO, Ha: 0.3577
F_max, eV/Å: 0.83
Spin multiplicity: 1
Total charge: 0

Each line ends with the Mulliken charge.
Geometry (Å):
O (-0.2067, 5.7683, -0.1870)  -0.502
S (-0.2605, 5.8377, 1.2298)  1.068
O (0.0340, 7.0376, 1.9330)  -0.600
F (0.6821, 4.7402, 1.8117)  -0.159
N (-1.6763, 5.1242, 1.7040)  0.104
S (-2.9981, 6.0581, 1.0068)  -0.110
C (-1.7614, 4.8366, 3.1617)  -1.108
C (-1.9338, 3.3350, 3.4348)  -0.282
O (-1.0140, 2.5170, 2.7414)  -0.265
C (-1.5398, 1.8971, 1.5913)  -0.687
C (-0.8356, 0.5603, 1.3635)  0.523
F (-0.7366, -0.0935, 2.5455)  -0.353
F (-1.5842, -0.1979, 0.5341)  -0.265
C (0.5936, 0.5984, 0.7843)  0.944
F (1.0428, -0.6542, 0.6340)  -0.322
F (1.3790, 1.2089, 1.6948)  -0.304
C (0.8009, 1.3377, -0.5787)  0.430
F (1.8847, 0.7806, -1.1592)  -0.321
F (1.0775, 2.6115, -0.3313)  -0.278
C (-0.3358, 1.2727, -1.6180)  0.117
F (-0.4321, 0.0015, -2.0640)  -0.291
F (0.0382, 2.0762, -2.6439)  -0.205
H (-3.8988, 5.5922, 1.8750)  0.148
H (-2.6378, 5.3460, 3.5699)  0.567
H (-0.8767, 5.2194, 3.6713)  0.364
H (-1.7592, 3.1769, 4.5042)  0.420
H (-2.9641, 3.0423, 3.2052)  0.263
H (-2.5977, 1.6331, 1.7092)  0.666
H (-1.4366, 2.5643, 0.7282)  0.131
H (-1.3060, 1.6083, -1.2501)  0.384
C (1.1728, 4.0674, -5.6528)  -0.620
C (1.6903, 5.3838, -6.2489)  -0.627
C (0.4916, 6.0993, -6.8853)  -0.670
S (-0.9573, 5.5655, -5.9581)  1.205
O (-1.8151, 4.8102, -6.8368)  -0.680
O (-1.4872, 6.6677, -5.1967)  -0.675
C (-0.0917, 4.4288, -4.8809)  -0.566
H (1.9119, 3.5986, -5.0051)  0.298
H (0.9316, 3.3640, -6.4525)  0.315
H (2.1113, 6.0023, -5.4544)  0.297
H (2.4767, 5.2127, -6.9821)  0.330
H (0.5555, 7.1823, -6.8200)  0.363
H (0.3362, 5.7990, -7.9196)  0.354
H (-0.7401, 3.5830, -4.6680)  0.345
H (0.1399, 4.9638, -3.9598)  0.317
C (-5.1591, -2.9932, 0.8266)  -0.283
C (-6.5767, -2.5740, 1.2388)  -0.822
C (-6.5133, -1.1014, 1.6686)  -0.716
S (-5.1577, -0.3766, 0.7351)  1.234
O (-4.1317, 0.0252, 1.6700)  -0.669
O (-5.6619, 0.5706, -0.2267)  -0.761
C (-4.6432, -1.8800, -0.0806)  -0.629
H (-5.1604, -3.9530, 0.3207)  0.228
H (-4.5231, -3.0821, 1.7095)  0.265
H (-7.2533, -2.6822, 0.3890)  0.327
H (-6.9594, -3.1992, 2.0434)  0.352
H (-7.4187, -0.5461, 1.4377)  0.378
H (-6.2690, -0.9935, 2.7234)  0.335
H (-3.5621, -1.8638, -0.1989)  0.270
H (-5.1290, -1.8959, -1.0561)  0.387
C (5.5218, 0.3852, -1.0670)  0.061
C (6.9606, 0.8989, -0.9205)  -0.766
C (7.4910, 1.1769, -2.3334)  -0.727
S (6.0514, 1.5873, -3.3355)  1.225
O (5.8818, 0.5690, -4.3410)  -0.684
O (6.0891, 2.9786, -3.7096)  -0.680
C (4.8367, 1.3319, -2.0473)  -0.620
H (5.0012, 0.3620, -0.1106)  -0.249
H (5.5268, -0.6292, -1.4710)  0.344
H (6.9604, 1.8225, -0.3384)  0.335
H (7.5923, 0.1826, -0.3981)  0.358
H (8.1823, 2.0146, -2.3735)  0.376
H (7.9490, 0.2967, -2.7798)  0.354
H (3.9311, 0.9304, -2.4927)  0.311
H (4.6334, 2.3022, -1.5944)  0.368
C (-2.5654, -8.5868, 0.6651)  -0.608
C (-3.6723, -9.3190, 1.4374)  -0.592
C (-4.3823, -8.2801, 2.3150)  -0.719
S (-4.2081, -6.7071, 1.4597)  1.264
O (-3.4041, -5.8196, 2.2614)  -0.659
O (-5.4945, -6.2794, 0.9661)  -0.692
C (-3.2129, -7.3242, 0.1056)  -0.736
H (-2.1497, -9.2032, -0.1299)  0.346
H (-1.7519, -8.3177, 1.3417)  0.308
H (-4.3827, -9.7541, 0.7323)  0.294
H (-3.2730, -10.1305, 2.0432)  0.321
H (-5.4424, -8.4815, 2.4431)  0.349
H (-3.9052, -8.1689, 3.2867)  0.357
H (-2.5063, -6.5515, -0.1884)  0.416
H (-3.8898, -7.5499, -0.7178)  0.381
C (4.1232, -1.8551, 4.7057)  -0.713
C (3.0932, -1.5371, 3.6120)  -0.501
C (3.8590, -1.4171, 2.2894)  -0.414
S (5.3079, -2.4695, 2.4483)  1.233
O (6.4864, -1.6395, 2.4126)  -0.658
O (5.1924, -3.6065, 1.5720)  -0.698
C (5.0038, -2.9665, 4.1425)  -0.747
H (3.6461, -2.1601, 5.6357)  0.382
H (4.7311, -0.9721, 4.9137)  0.310
H (2.3663, -2.3486, 3.5450)  0.329
H (2.5421, -0.6225, 3.8251)  0.243
H (3.2798, -1.7564, 1.4347)  0.321
H (4.2151, -0.4032, 2.1160)  0.165
H (5.9592, -3.0819, 4.6484)  0.421
H (4.4776, -3.9200, 4.1096)  0.329

Below is the molecule C3H5IN2O5 at a distorted geometry, with properties calculated with ωB97M-V/def2-TZVPD.

Output
Gap between HOMO and LUMO (alpha / beta), Ha: 0.2715 / 0.2714
F_max, eV/Å: 4.86
Spin multiplicity: 1
Total charge: 0

Each line ends with the Mulliken charge.
Geometry (Å):
C (-1.6830, 0.2989, -0.2853)  -0.716
C (1.1079, -0.8973, 1.3945)  -0.680
C (-0.1801, 0.5172, -0.4742)  -0.216
N (0.5132, 1.5317, 0.2272)  1.055
N (0.5199, -0.3757, -1.2833)  1.244
O (-0.1713, 2.2380, 1.0253)  -0.633
O (1.7131, 1.7478, 0.0994)  -0.540
O (-0.1065, -1.2259, -1.9154)  -0.785
O (1.7568, -0.2039, -1.4598)  -0.675
O (-1.9986, -1.0192, 0.0344)  -0.511
I (2.9288, -0.7674, 0.6134)  0.550
H (-2.0321, 0.8936, 0.4839)  0.464
H (-2.1824, 0.5794, -1.2624)  0.278
H (0.6440, -1.7815, 1.2648)  0.414
H (0.7166, -0.2269, 2.3043)  0.356
H (-1.5464, -1.3089, -0.7667)  0.394

Below is the molecule C24H28N4O2S, with properties calculated with ωB97M-V/def2-TZVPD.

Output
Gap between HOMO and LUMO, Ha: 0.2859
F_max, eV/Å: 0.97
Spin multiplicity: 1
Total charge: 0
SMILES: CN(C)c1ccc(NC(=O)CSc2nc3ccccc3c(=O)n2C2CCCCC2)cc1

Each line ends with the Mulliken charge.
Geometry (Å):
C (8.1736, 1.1707, -1.1675)  -1.103
N (7.3659, 0.0989, -0.6374)  0.046
C (8.0507, -1.0567, -0.1106)  -1.116
C (6.0711, 0.3560, -0.2455)  0.969
C (5.3148, -0.5993, 0.4484)  -0.216
C (4.0071, -0.3511, 0.8064)  -1.260
C (3.3944, 0.8582, 0.4959)  0.523
N (2.0670, 1.0513, 0.9117)  -0.055
C (1.2589, 2.1176, 0.7171)  0.829
O (1.5487, 3.1353, 0.1281)  -0.651
C (-0.1077, 1.9565, 1.3788)  -0.623
S (-0.8610, 0.3280, 1.0603)  -0.115
C (-2.4687, 0.7902, 0.4911)  0.624
N (-2.7340, 2.0441, 0.4945)  -0.395
C (-3.9670, 2.4631, 0.0845)  -0.217
C (-4.2677, 3.8288, 0.0755)  -0.478
C (-5.5160, 4.2454, -0.3253)  -0.339
C (-6.4842, 3.3227, -0.7220)  -0.636
C (-6.1993, 1.9765, -0.7194)  -0.459
C (-4.9378, 1.5332, -0.3173)  0.138
C (-4.6206, 0.1106, -0.3109)  0.729
O (-5.4006, -0.7603, -0.6384)  -0.692
N (-3.3180, -0.2048, 0.1100)  0.308
C (-2.9049, -1.6090, 0.1328)  -0.841
C (-2.9467, -2.2337, -1.2619)  -0.844
C (-2.4031, -3.6573, -1.1929)  -0.736
C (-3.2157, -4.4895, -0.2055)  -0.631
C (-3.1908, -3.8509, 1.1799)  -0.740
C (-3.7372, -2.4279, 1.1195)  -0.805
C (4.1294, 1.8169, -0.1906)  -0.888
C (5.4377, 1.5692, -0.5500)  -0.326
H (8.2938, 1.9943, -0.4530)  0.372
H (7.7262, 1.5644, -2.0823)  0.316
H (9.1602, 0.7879, -1.4189)  0.330
H (7.5474, -1.9732, -0.4264)  0.313
H (8.1033, -1.0451, 0.9850)  0.361
H (9.0652, -1.0844, -0.5014)  0.342
H (5.7422, -1.5506, 0.7174)  0.313
H (3.4519, -1.1099, 1.3416)  0.290
H (1.6695, 0.2597, 1.4009)  0.164
H (-0.8080, 2.6989, 0.9950)  0.259
H (-0.0065, 2.0653, 2.4603)  0.425
H (-3.5083, 4.5295, 0.3844)  0.464
H (-5.7510, 5.2997, -0.3330)  0.401
H (-7.4585, 3.6691, -1.0319)  0.409
H (-6.9282, 1.2401, -1.0224)  0.462
H (-1.8645, -1.6217, 0.4768)  0.558
H (-3.9759, -2.2494, -1.6199)  0.312
H (-2.3491, -1.6314, -1.9505)  0.345
H (-2.4439, -4.1104, -2.1848)  0.398
H (-1.3570, -3.6340, -0.8770)  0.323
H (-2.8135, -5.5032, -0.1547)  0.345
H (-4.2484, -4.5528, -0.5534)  0.348
H (-3.7906, -4.4419, 1.8741)  0.403
H (-2.1642, -3.8318, 1.5547)  0.306
H (-4.7753, -2.4451, 0.7881)  0.309
H (-3.6959, -1.9625, 2.1073)  0.323
H (3.6734, 2.7603, -0.4389)  0.502
H (5.9674, 2.3452, -1.0762)  0.303